one.
Computed, not measured: a cluster of 2 separate species, H5NOSi in total, with the ωB97M-V functional and the def2-TZVPD basis.

Gap between HOMO and LUMO in Eh: 0.3290
2S+1: 1
HOMO level in hartree: -0.3118
LUMO level in Ha: 0.0172

Structure (XYZ):
```
8
Properties=species:S:1:pos:R:3:mulliken_charge:R:1
N -0.374 -0.181 1.399 -0.483
O 0.222 -1.350 -1.060 -0.451
Si -0.323 -0.040 -0.278 0.244
H 0.467 -0.399 1.809 0.273
H -0.632 0.818 1.765 0.276
H 1.067 -0.991 -1.573 0.368
H -1.609 0.410 -0.767 -0.068
H 1.183 1.733 -1.294 -0.159
```

=====

two.
Computed, not measured: a cluster of 2 separate species, H5NOSi in total, with the ωB97M-V functional and the def2-TZVPD basis.

Gap between HOMO and LUMO in Eh: 0.3771
2S+1: 1
HOMO level in hartree: -0.3921
LUMO level in Ha: -0.0150
SMILES: O=[SiH2].N

Structure (XYZ):
```
8
Properties=species:S:1:pos:R:3:mulliken_charge:R:1
O -1.660 -0.678 1.442 -0.413
Si -0.892 0.427 2.103 0.525
H -1.356 1.822 2.315 -0.055
H 0.456 0.241 2.717 -0.056
N 1.286 0.003 -1.212 -0.692
H 1.305 -0.593 -2.062 0.231
H 0.380 -0.245 -0.842 0.223
H 1.944 -0.522 -0.606 0.237
```

=====

Which of them is most stable, and which least? Most stable: two; least stable: one.

=====

one.
Computed, not measured: a cluster of 2 separate species, C4H13NO in total, with the ωB97M-V functional and the def2-TZVPD basis.

Charge: +1
Gap between HOMO and LUMO (spin up / spin down) in Eh: 0.3667 / 0.1786
2S+1: 2
HOMO level (spin up / spin down) in hartree: -0.4951 / -0.4951
<S²>: 0.754
LUMO level (spin up / spin down) in Ha: -0.1284 / -0.3165

Structure (XYZ):
```
19
Properties=species:S:1:pos:R:3:mulliken_charge:R:1
C -0.286 -2.691 -1.120 -1.241
C -0.923 -1.359 -0.779 0.263
C -0.530 -0.081 -1.537 -0.516
C -0.809 1.177 -0.726 -1.168
N -0.826 -1.075 0.684 -0.168
H -0.551 -3.339 -0.269 0.407
H 0.791 -2.708 -1.200 0.362
H -0.788 -3.169 -1.949 0.356
H -2.000 -1.341 -0.911 0.332
H -1.017 0.041 -2.509 0.332
H 0.540 -0.122 -1.753 0.330
H -0.352 1.096 0.271 0.343
H -1.876 1.289 -0.585 0.340
H -0.405 2.095 -1.145 0.366
H -1.549 -1.576 1.222 0.343
H 0.105 -1.174 1.104 0.319
H 3.674 3.748 4.260 0.327
H 3.550 5.056 3.456 0.331
O 3.252 4.133 3.486 -0.658
```

=====

two.
Computed, not measured: a cluster of 2 separate species, C4H13NO in total, with the ωB97M-V functional and the def2-TZVPD basis.

Charge: +1
Gap between HOMO and LUMO (spin up / spin down) in Eh: 0.4487 / 0.2803
2S+1: 2
HOMO level (spin up / spin down) in hartree: -0.5650 / -0.5647
<S²>: 0.755
LUMO level (spin up / spin down) in Ha: -0.1163 / -0.2844

Structure (XYZ):
```
19
Properties=species:S:1:pos:R:3:mulliken_charge:R:1
C 0.813 0.954 1.662 -0.969
C 0.785 1.074 0.047 -0.392
N 0.334 -0.141 -0.548 0.196
C -0.610 0.055 -1.728 -0.957
C 1.382 -1.166 -0.756 -0.938
H -0.142 1.282 2.036 0.346
H 0.977 -0.035 1.909 0.353
H 1.678 1.671 1.909 0.328
H 1.856 1.317 -0.173 0.327
H 0.085 1.784 -0.334 0.385
H 0.057 0.558 -2.517 0.413
H -1.471 0.593 -1.372 0.456
H -0.753 -0.957 -2.322 0.311
H 1.894 -1.450 -1.663 0.381
H 2.156 -1.341 0.076 0.317
H 0.704 -2.081 -0.568 0.415
H -1.637 -0.833 0.721 0.222
H -2.883 -0.945 0.530 0.357
O -2.386 -0.511 1.281 -0.553
```

=====

Which of them is most stable, and which least? Most stable: one; least stable: two.

=====

one.
Computed, not measured: an isolated molecule of C8H10O, with the ωB97M-V functional and the def2-TZVPD basis.

Gap between HOMO and LUMO in Eh: 0.3724
2S+1: 1
HOMO level in hartree: -0.3337
LUMO level in Ha: 0.0387
SMILES: C1=C[C@H]2C=C[C@@H]1COC2

Structure (XYZ):
```
19
Properties=species:S:1:pos:R:3:mulliken_charge:R:1
C -0.552 0.633 1.424 -0.453
C -0.433 -0.701 1.456 -0.562
C -0.311 -1.362 0.073 0.075
C -1.294 -0.758 -0.920 -0.547
C -1.361 0.561 -0.912 -0.450
C -0.474 1.316 0.070 -0.085
C 0.988 1.299 -0.442 -0.692
O 1.744 0.109 -0.047 -0.358
C 1.175 -1.133 -0.436 -0.667
H -0.560 1.244 2.339 0.337
H -0.377 -1.228 2.412 0.359
H -0.401 -2.448 0.060 0.500
H -1.849 -1.357 -1.641 0.370
H -1.959 1.085 -1.672 0.346
H -0.815 2.359 0.112 0.492
H 1.597 2.110 -0.032 0.344
H 0.968 1.413 -1.537 0.332
H 1.818 -1.936 -0.005 0.345
H 1.191 -1.249 -1.541 0.314
```

=====

two.
Computed, not measured: a structure of composition C8H10O, with the ωB97M-V functional and the def2-TZVPD basis.

Gap between HOMO and LUMO in Eh: 0.3605
2S+1: 1
HOMO level in hartree: -0.3323
LUMO level in Ha: 0.0282

Structure (XYZ):
```
19
Properties=species:S:1:pos:R:3:mulliken_charge:R:1
C 1.403 1.289 -0.376 -0.222
C 1.920 -0.146 -0.547 -0.369
C 1.428 -1.257 -0.125 -0.443
C 0.007 -1.142 0.500 0.378
C 0.072 1.281 0.411 -0.333
C -1.551 1.156 -0.103 -0.420
C -1.840 -0.279 -0.707 -0.474
C -1.226 -1.314 -0.349 -0.308
H 2.050 2.187 -0.322 0.426
H 0.701 1.585 -1.469 0.155
H 3.291 -0.279 -0.758 0.118
H 1.874 -2.313 -0.171 0.316
H 0.148 -1.975 1.242 0.324
H 0.087 2.358 0.791 0.269
H -1.909 2.048 -0.898 0.297
H -2.364 0.919 1.075 0.253
H -2.835 -0.291 -1.265 0.291
H -1.821 -2.273 -0.617 0.214
O -0.062 0.062 1.270 -0.472
```

=====

Which of them is most stable, and which least? Most stable: one; least stable: two.

=====

one.
Computed, not measured: a structure of composition C2H3BrO2, with the ωB97M-V functional and the def2-TZVPD basis.

Gap between HOMO and LUMO in Eh: 0.2993
2S+1: 1
HOMO level in hartree: -0.3736
LUMO level in Ha: -0.0743

Structure (XYZ):
```
8
Properties=species:S:1:pos:R:3:mulliken_charge:R:1
C 0.456 -0.440 0.421 0.533
C -0.134 0.790 -0.265 -0.925
O 0.400 -1.628 -0.184 -0.198
O 1.568 -0.863 -0.298 -0.293
Br -2.696 0.229 -0.265 -0.212
H 0.639 -0.534 1.510 0.355
H 0.086 0.765 -1.287 0.370
H -0.320 1.681 0.368 0.370
```

=====

two.
Computed, not measured: an isolated molecule of C2H3BrO2, with the ωB97M-V functional and the def2-TZVPD basis.

Gap between HOMO and LUMO in Eh: 0.4101
2S+1: 1
HOMO level in hartree: -0.3893
LUMO level in Ha: 0.0208
SMILES: O=COCBr

Structure (XYZ):
```
8
Properties=species:S:1:pos:R:3:mulliken_charge:R:1
O 1.669 0.546 0.579 -0.524
C 1.255 0.403 -0.568 0.194
O 0.035 0.051 -0.871 -0.313
C -0.793 -0.382 0.553 -0.394
Br -2.669 -0.446 -0.073 -0.108
H 1.749 0.816 -1.413 0.379
H -0.524 -1.470 0.715 0.357
H -0.723 0.483 1.078 0.407
```

=====

three.
Computed, not measured: a cluster of 2 separate species, C2H3BrO2 in total, with the ωB97M-V functional and the def2-TZVPD basis.

Gap between HOMO and LUMO in Eh: 0.4031
2S+1: 1
HOMO level in hartree: -0.3780
LUMO level in Ha: 0.0250
SMILES: C=C1OO1.Br

Structure (XYZ):
```
8
Properties=species:S:1:pos:R:3:mulliken_charge:R:1
C 1.707 -0.711 0.296 -0.755
C 0.708 0.075 -0.037 0.783
O -0.443 0.718 0.350 -0.262
O -0.012 0.669 -1.007 -0.266
H 1.858 -0.736 1.357 0.277
H 2.567 -0.823 -0.484 0.243
Br -3.280 -0.270 0.053 -0.224
H -3.105 1.078 -0.529 0.204
```

=====

Which of them is most stable, and which least? Most stable: two; least stable: one.